{"formula": "C20H40MoO7PS2Si2Te", "method": "ωB97M-V/def2-TZVPD", "e_lumo_ev": [-8.60, -8.15], "multiplicity": 2, "largest_force_ha_per_bohr": 0.0225, "orbital_gap_ev": [6.968, 7.392], "s_squared": 0.768, "e_homo_ev": [-15.57, -15.54], "e_above_lowest_ev": 0.731, "charge": 2, "elements": ["Mo", "O", "C", "O", "C", "C", "C", "C", "C", "O", "C", "C", "O", "O", "H", "H", "H", "H", "H", "H", "H", "H", "C", "C", "O", "P", "S", "S", "O", "C", "C", "H", "H", "H", "H", "H", "H", "H", "H", "H", "H", "C", "Si", "C", "C", "C", "Te", "C", "Si", "C", "C", "C", "H", "H", "H", "H", "H", "H", "H", "H", "H", "H", "H", "H", "H", "H", "H", "H", "H", "H", "H", "H", "H", "H"], "coordinates": [[0.72, 0.65, 1.21], [0.13, 2.17, 4.09], [-0.28, 1.15, 3.67], [-0.75, 1.13, 2.28], [-0.32, -0.21, 4.31], [-1.35, -1.15, 3.65], [-1.61, -2.35, 4.54], [-0.31, -3.17, 4.36], [0.46, -2.30, 3.38], [-0.57, -1.70, 2.56], [1.02, -1.05, 4.09], [2.01, -0.31, 3.23], [2.69, 0.62, 3.53], [1.93, -0.66, 1.85], [-0.48, -0.05, 5.37], [-2.23, -0.65, 3.26], [-1.80, -2.06, 5.58], [-2.49, -2.90, 4.19], [0.24, -3.33, 5.28], [-0.51, -4.15, 3.92], [1.17, -2.81, 2.74], [1.49, -1.25, 5.05], [2.16, 3.68, -4.37], [1.02, 3.68, -3.39], [1.18, 2.54, -2.44], [1.79, 2.62, -1.03], [2.53, 0.84, -0.46], [0.39, 2.91, 0.44], [2.84, 3.76, -1.07], [3.64, 4.21, 0.10], [3.78, 5.70, 0.01], [2.01, 4.49, -5.08], [2.19, 2.74, -4.92], [3.11, 3.84, -3.87], [0.06, 3.49, -3.86], [0.96, 4.60, -2.81], [4.59, 3.69, 0.01], [3.13, 3.89, 1.01], [4.27, 6.00, -0.91], [4.39, 6.05, 0.85], [2.80, 6.19, 0.08], [-5.62, -0.40, 0.04], [-4.06, -0.15, -0.93], [-4.03, -1.16, -2.51], [-3.69, 1.65, -1.26], [-2.63, -0.79, 0.16], [-0.76, -0.48, -0.79], [0.07, -2.43, -0.70], [1.26, -2.90, -2.15], [0.65, -4.54, -2.79], [2.97, -3.03, -1.41], [1.17, -1.57, -3.47], [-6.49, -0.07, -0.54], [-5.62, 0.17, 0.97], [-5.78, -1.45, 0.29], [-4.75, -0.75, -3.23], [-4.31, -2.20, -2.33], [-3.06, -1.15, -3.01], [-4.61, 2.20, -1.48], [-3.02, 1.79, -2.12], [-3.23, 2.14, -0.40], [-2.66, -1.86, 0.38], [-2.57, -0.25, 1.10], [-0.83, -3.06, -0.69], [0.53, -2.53, 0.28], [0.59, -5.29, -2.00], [1.32, -4.93, -3.56], [-0.34, -4.44, -3.24], [3.04, -3.88, -0.74], [3.24, -2.13, -0.85], [3.72, -3.16, -2.19], [0.16, -1.45, -3.87], [1.80, -1.86, -4.31], [1.52, -0.60, -3.12]], "mulliken_spin": [1.04, 0.00, 0.01, -0.02, 0.01, -0.01, 0.00, 0.00, 0.00, 0.00, -0.03, 0.03, 0.01, 0.00, 0.00, 0.00, 0.00, 0.00, 0.00, 0.00, 0.00, 0.00, 0.00, 0.00, 0.01, 0.00, 0.01, 0.01, 0.00, -0.01, 0.00, 0.00, 0.00, 0.00, 0.00, 0.00, 0.00, 0.00, 0.00, 0.00, 0.00, 0.00, 0.00, 0.00, 0.00, 0.00, -0.06, 0.00, 0.00, 0.00, 0.00, 0.00, 0.00, 0.00, 0.00, 0.00, 0.00, 0.00, 0.00, 0.00, 0.00, 0.00, 0.00, 0.00, 0.00, 0.00, 0.00, 0.00, 0.00, 0.00, 0.00, 0.00, 0.00, 0.00]}

---

{"formula": "C39H60NO2P3SiV", "method": "ωB97M-V/def2-TZVPD", "e_lumo_ev": [-6.28, -5.73], "multiplicity": 2, "largest_force_ha_per_bohr": 0.0106, "orbital_gap_ev": [7.827, 8.046], "s_squared": 0.811, "e_homo_ev": [-14.11, -13.77], "e_above_lowest_ev": 0.000, "charge": 2, "elements": ["V", "C", "C", "C", "P", "C", "C", "C", "C", "C", "C", "C", "C", "C", "Si", "C", "C", "C", "C", "C", "C", "P", "C", "C", "C", "C", "C", "C", "C", "C", "C", "C", "C", "C", "P", "C", "C", "C", "C", "C", "C", "H", "H", "H", "H", "H", "H", "H", "H", "H", "H", "H", "H", "H", "H", "H", "H", "H", "H", "H", "H", "H", "H", "H", "H", "H", "H", "H", "H", "H", "H", "H", "H", "H", "H", "H", "H", "H", "H", "H", "H", "H", "H", "H", "H", "H", "H", "H", "H", "H", "H", "H", "H", "H", "H", "N", "C", "C", "C", "O", "O", "H", "H", "H", "H", "H", "H"], "coordinates": [[-0.06, 0.16, 0.81], [1.94, 4.82, -0.95], [0.87, 3.75, -0.68], [-0.04, 4.28, 0.44], [1.48, 2.00, -0.48], [3.10, 2.04, 0.47], [3.09, 2.99, 1.67], [4.33, 2.30, -0.40], [2.03, 1.50, -2.13], [2.41, 2.34, -3.17], [3.07, 1.83, -4.27], [3.38, 0.48, -4.33], [2.93, -0.38, -3.34], [2.23, 0.12, -2.23], [1.01, -0.90, -1.25], [1.69, -2.52, -0.59], [2.93, -3.01, -1.01], [3.42, -4.21, -0.52], [2.69, -4.93, 0.40], [1.47, -4.45, 0.86], [0.97, -3.24, 0.38], [-0.60, -2.52, 0.98], [-0.74, -3.15, 2.73], [0.36, -2.82, 3.74], [-2.11, -2.86, 3.35], [-1.95, -3.56, 0.18], [-1.83, -3.63, -1.34], [-2.03, -5.00, 0.71], [-0.35, -1.03, -2.53], [-0.07, -1.75, -3.69], [-0.97, -1.80, -4.74], [-2.16, -1.07, -4.66], [-2.45, -0.35, -3.52], [-1.56, -0.33, -2.44], [-2.03, 0.39, -0.83], [-2.43, 2.18, -1.02], [-3.15, 2.69, 0.24], [-3.16, 2.61, -2.29], [-3.58, -0.55, -0.40], [-3.83, -0.63, 1.11], [-4.87, -0.14, -1.12], [1.45, 5.67, -1.41], [2.76, 4.51, -1.59], [2.37, 5.18, -0.02], [0.27, 3.65, -1.59], [0.54, 4.46, 1.35], [-0.86, 3.62, 0.69], [-0.45, 5.24, 0.12], [3.20, 1.02, 0.85], [3.24, 4.02, 1.36], [3.94, 2.75, 2.32], [2.18, 2.94, 2.26], [4.31, 3.30, -0.85], [4.44, 1.57, -1.20], [5.21, 2.25, 0.23], [2.19, 3.40, -3.15], [3.37, 2.49, -5.07], [3.92, 0.08, -5.18], [3.09, -1.44, -3.46], [3.52, -2.45, -1.72], [4.38, -4.58, -0.86], [3.07, -5.87, 0.79], [0.94, -5.02, 1.61], [-0.67, -4.22, 2.57], [0.32, -1.78, 4.05], [1.36, -3.08, 3.39], [0.18, -3.42, 4.64], [-2.20, -1.81, 3.63], [-2.21, -3.45, 4.26], [-2.94, -3.12, 2.70], [-2.88, -3.06, 0.45], [-0.86, -4.04, -1.64], [-1.95, -2.67, -1.83], [-2.60, -4.29, -1.72], [-1.09, -5.54, 0.55], [-2.79, -5.52, 0.13], [-2.32, -5.08, 1.76], [0.85, -2.31, -3.77], [-0.75, -2.38, -5.63], [-2.86, -1.08, -5.49], [-3.37, 0.21, -3.49], [-1.45, 2.64, -1.04], [-4.18, 2.35, 0.27], [-3.17, 3.78, 0.23], [-2.66, 2.37, 1.16], [-4.16, 2.19, -2.36], [-2.60, 2.34, -3.19], [-3.26, 3.69, -2.28], [-3.32, -1.55, -0.75], [-4.11, 0.33, 1.53], [-2.96, -0.97, 1.65], [-4.65, -1.32, 1.30], [-5.23, 0.83, -0.80], [-5.64, -0.87, -0.85], [-4.79, -0.14, -2.20], [1.67, -0.57, 2.03], [2.03, 0.18, 3.29], [0.81, 0.80, 4.02], [-0.22, 0.97, 2.94], [-1.16, 0.17, 2.79], [0.10, 1.74, 1.95], [1.49, -1.54, 2.26], [2.49, -0.60, 1.44], [2.71, 0.96, 3.00], [2.56, -0.49, 3.97], [1.10, 1.75, 4.46], [0.41, 0.15, 4.79]], "mulliken_spin": [1.15, 0.00, -0.01, 0.00, -0.01, -0.01, 0.00, 0.00, 0.03, 0.00, 0.00, 0.00, 0.00, 0.01, -0.14, -0.01, -0.02, 0.00, 0.00, 0.00, 0.01, 0.02, -0.02, 0.00, 0.00, 0.00, 0.00, 0.00, -0.03, 0.00, 0.00, 0.00, 0.00, 0.00, -0.01, 0.00, 0.00, 0.00, -0.02, -0.01, 0.00, 0.00, 0.00, 0.00, 0.00, 0.00, 0.00, 0.00, -0.01, 0.00, 0.00, 0.00, 0.00, 0.00, 0.00, 0.00, 0.00, 0.00, 0.00, 0.00, 0.00, 0.00, 0.00, 0.00, 0.00, 0.00, 0.00, 0.00, 0.00, 0.00, 0.00, 0.00, 0.00, 0.00, 0.00, 0.00, 0.00, 0.00, 0.00, 0.00, 0.00, -0.01, 0.00, 0.00, 0.00, 0.00, 0.00, 0.00, 0.00, 0.00, 0.02, 0.00, 0.00, 0.00, 0.00, 0.03, 0.01, 0.00, 0.02, 0.01, 0.01, 0.00, 0.00, 0.00, 0.00, 0.00, 0.00]}